# 1
DFT (ωB97M-V with the def2-TZVPD basis set) results for the molecule C5H8O3.

Structure (XYZ):
```
16
Properties=species:S:1:pos:R:3:nbo_charge:R:1
C 1.42 1.37 -0.17 -0.6288
C 1.29 0.04 0.50 -0.2829
C 0.37 -0.88 0.24 0.3196
O 0.27 -2.07 0.92 -0.6857
C -0.73 -0.77 -0.79 -0.5174
C -1.90 0.06 -0.30 0.3515
O -2.22 0.12 1.01 -0.2478
O -1.62 1.25 0.41 -0.2598
H 0.99 2.15 0.45 0.2242
H 2.47 1.60 -0.33 0.2115
H 0.91 1.39 -1.13 0.2031
H 2.01 -0.16 1.28 0.1912
H 0.93 -2.10 1.63 0.4806
H -1.10 -1.77 -1.01 0.2437
H -0.36 -0.32 -1.71 0.2364
H -2.75 0.09 -0.99 0.1603
```

Calculated values
DFT total energy: -420.89260 Ha
ΔE to the lowest compared entry with this formula, charge and spin: 429.2 kJ/mol
HOMO-LUMO gap: 9.513 eV
SMILES string: C/C=C(/O)CC1OO1
Total charge: 0

# 2
DFT (ωB97M-V with the def2-TZVPD basis set) results for a structure of composition C49H42BrClI2N9O2PSSr.

Structure (XYZ):
```
109
Properties=species:S:1:pos:R:3:mulliken_charge:R:1
Sr -0.02 0.64 0.05 2.7403
N -1.27 -2.95 2.83 -0.3643
C -1.17 -1.95 1.88 0.2192
S 0.25 -2.05 0.87 -0.3592
N -2.15 -1.10 1.88 -1.2874
N -2.02 0.05 1.14 1.2822
C -3.10 0.71 0.96 -1.9540
C -3.20 2.03 0.37 1.2074
C -4.48 2.52 0.06 -0.4505
C -4.68 3.79 -0.40 -0.9418
C -3.59 4.65 -0.53 -0.5409
C -2.32 4.21 -0.22 -0.4688
C -2.06 2.89 0.22 0.0406
O -0.86 2.50 0.48 -0.9948
H -0.72 -3.78 2.68 0.2158
H -2.17 -3.05 3.27 0.2304
H -4.03 0.27 1.32 0.2930
H -5.32 1.84 0.19 0.3786
H -5.68 4.14 -0.65 0.3988
H -3.74 5.67 -0.86 0.4324
H -1.47 4.88 -0.29 0.3842
C 3.53 1.87 -3.57 -1.7482
C 2.87 0.63 -3.02 0.4205
O 1.67 0.51 -2.87 -0.0966
N 3.72 -0.40 -2.72 0.1142
C 3.20 -1.73 -2.41 0.7776
C 3.68 -2.33 -1.11 -0.0960
C 3.93 -3.70 -1.05 -0.8929
C 4.22 -4.28 0.18 -0.5258
C 4.25 -3.47 1.30 -0.7682
C 4.03 -2.11 1.14 -0.3017
N 3.76 -1.55 -0.04 0.0269
H 2.84 2.71 -3.47 0.2217
H 3.75 1.72 -4.63 0.4263
H 4.46 2.10 -3.05 0.5029
H 4.71 -0.30 -2.86 0.2752
H 3.42 -2.42 -3.22 0.2786
H 2.12 -1.62 -2.34 -0.6889
H 3.85 -4.30 -1.95 0.5766
H 4.41 -5.34 0.25 0.4425
H 4.42 -3.88 2.29 0.4329
H 4.08 -1.44 1.98 0.4019
Cl -0.31 2.87 -2.48 0.0949
C -1.47 2.46 -3.69 0.6679
C -1.96 3.46 -4.51 -0.7254
C -2.88 3.15 -5.50 -0.6050
C -3.29 1.84 -5.68 -0.7985
C -2.80 0.85 -4.85 -0.3829
C -1.89 1.14 -3.83 -0.5715
P -1.33 -0.18 -2.67 1.4767
C -2.94 -0.71 -1.97 1.4880
C -2.89 -1.88 -1.20 -0.7520
C -4.04 -2.39 -0.62 -0.5928
C -5.25 -1.74 -0.79 -1.0877
C -5.31 -0.58 -1.55 -0.5808
C -4.16 -0.06 -2.13 -1.1144
C -1.11 -1.55 -3.90 0.2092
C 0.08 -1.56 -4.62 -0.2518
C 0.31 -2.53 -5.59 -0.4736
C -0.65 -3.49 -5.86 -0.6137
C -1.85 -3.48 -5.16 -0.8068
C -2.08 -2.52 -4.18 -0.1247
H -1.63 4.48 -4.38 0.4898
H -3.28 3.94 -6.12 0.3850
H -4.01 1.59 -6.45 0.4386
H -3.12 -0.18 -4.99 0.4371
H -1.94 -2.38 -1.08 0.2903
H -3.98 -3.29 -0.03 0.4733
H -6.14 -2.12 -0.32 0.3402
H -6.26 -0.08 -1.70 0.4071
H -4.22 0.86 -2.70 0.3598
H 0.82 -0.81 -4.41 0.0694
H 1.24 -2.53 -6.14 0.4398
H -0.47 -4.25 -6.61 0.3826
H -2.61 -4.21 -5.37 0.4432
H -3.02 -2.53 -3.65 0.3960
Br 0.46 -7.64 -3.44 -0.2028
C -0.48 -7.11 -1.89 0.0697
C -1.29 -8.05 -1.27 -0.4230
C -2.02 -7.71 -0.14 -0.6598
C -1.92 -6.42 0.38 -0.5858
C -1.10 -5.49 -0.22 0.2624
C -0.38 -5.83 -1.36 -0.3768
I 0.83 -4.36 -2.24 0.5661
H -1.35 -9.05 -1.68 0.4015
H -2.66 -8.44 0.33 0.3715
H -2.49 -6.14 1.25 0.4173
H -0.99 -4.49 0.19 0.2302
N -1.00 -0.07 6.95 -0.5159
C -0.25 0.22 6.13 -0.0355
C 0.71 0.59 5.14 -0.0701
C 2.01 0.91 5.52 -0.3208
C 2.91 1.29 4.53 -0.9601
C 2.48 1.31 3.22 -0.1807
N 1.25 0.97 2.84 0.6414
C 0.38 0.62 3.78 -0.2808
H 2.30 0.87 6.56 0.5017
H 3.92 1.57 4.79 0.4542
H 3.14 1.63 2.42 0.2822
H -0.63 0.37 3.45 0.4523
I 3.80 5.93 -0.17 0.0790
C 3.28 3.92 -0.15 -1.1872
C 4.14 2.84 -0.20 -0.4156
N 3.37 1.74 -0.17 -0.2757
N 2.07 2.04 -0.10 1.4492
C 1.99 3.36 -0.09 -0.7962
H 5.22 2.82 -0.24 0.5382
H 3.64 0.74 -0.13 -0.0168
H 1.03 3.85 -0.01 0.5393
```

Calculated values
DFT total energy: -6935.69703 Ha
ΔE to the lowest compared entry with this formula, charge and spin: 103.9 kJ/mol
HOMO-LUMO gap: 6.851 eV
Total charge: 0

The lowest HOMO-LUMO gap belongs to which entry?
C49H42BrClI2N9O2PSSr